This record from the OMol25 dataset describes a structure of composition C28H43N4O4SiW at a distorted geometry. The level of theory is the ωB97M-V functional and the def2-TZVPD basis.

Geometry (Å):
W 0.98603 0.03137 -0.15771
C 2.79902 -4.15330 -0.60971
O 3.19047 -4.19874 0.76611
C 2.66802 -3.34942 1.68160
C 2.84797 -3.71713 3.01591
C 2.35109 -2.94932 4.05424
C 1.66025 -1.76788 3.78955
C 1.50506 -1.38087 2.47454
C 0.81406 -0.11726 2.08323
N 1.59618 0.88030 1.50937
N 1.32510 2.24675 1.72469
C 1.00640 2.77401 0.60067
O 0.92589 1.98152 -0.48398
C 0.58321 4.18436 0.50267
C 0.45396 4.79061 -0.74121
C 0.03454 6.11272 -0.82474
C -0.25906 6.81994 0.33277
C -0.13012 6.21152 1.57694
C 0.29205 4.89503 1.66416
C 1.99423 -2.16383 1.44647
O 1.68563 -1.69887 0.16562
H 3.30534 -4.99056 -1.07658
H 3.09871 -3.22559 -1.09053
H 1.71983 -4.27639 -0.70183
H 3.36886 -4.64758 3.20483
H 2.49621 -3.27624 5.07576
H 1.26492 -1.15661 4.59206
H -0.04046 0.20164 2.66818
H 0.68487 4.23136 -1.63938
H -0.06130 6.58961 -1.79218
H -0.58918 7.84923 0.26831
H -0.35980 6.76416 2.47942
H 0.39593 4.41136 2.62676
C -1.19960 -3.22169 0.52948
C -2.18298 -2.07937 0.22597
C -2.75138 -1.67421 1.59746
C -3.31888 -2.65997 -0.64151
Si -1.44614 -0.56606 -0.66243
C -2.52524 0.99604 -0.54442
C -4.02239 0.68154 -0.71194
C -2.19037 2.07500 -1.58917
C -2.29624 1.65099 0.83397
C -0.86619 -0.95502 -2.45331
C -1.96976 -0.77273 -3.50572
C 0.31028 -0.00550 -2.79280
C -0.32290 -2.38232 -2.61092
H -1.72769 -3.95179 1.15476
H -0.32687 -2.89857 1.08943
H -0.86132 -3.75372 -0.35565
H -3.17363 -2.56828 2.07240
H -3.55171 -0.93974 1.54536
H -1.97579 -1.28742 2.26617
H -3.70587 -3.55700 -0.14258
H -2.97681 -2.97222 -1.63038
H -4.15797 -1.97989 -0.77895
H -4.25029 0.18988 -1.66238
H -4.57397 1.62939 -0.69994
H -4.43023 0.06612 0.08861
H -2.45232 1.78544 -2.60496
H -1.14963 2.38856 -1.57921
H -2.78892 2.96403 -1.35464
H -2.58484 1.02096 1.67244
H -2.89380 2.56886 0.89633
H -1.25621 1.94850 0.99787
H -2.35670 0.24016 -3.57421
H -2.81453 -1.43868 -3.31572
H -1.56875 -1.03389 -4.49509
H 0.06307 1.05029 -2.70283
H 0.70429 -0.19482 -3.79684
H 1.24550 -0.20715 -2.22772
H -1.11476 -3.12663 -2.54776
H 0.43823 -2.65379 -1.88078
H 0.12890 -2.47461 -3.60688
N 4.64161 -0.56478 0.40374
C 4.03561 0.44101 -0.23714
N 4.51025 1.68222 -0.08245
O 3.04446 0.23948 -0.99164
H 5.42323 -0.43021 1.01982
H 4.27297 -1.49253 0.28358
H 5.30689 1.89305 0.49117
H 4.04545 2.42522 -0.57459

Atoms 1-3, force components in eV/Å:
W 2.025 0.595 1.545
C -0.091 -0.029 0.265
O 0.175 0.063 -0.222

As for the total charge: +1. As for the frontier orbital gap: 6.80 eV. The LUMO energy comes out at -0.15565 Ha. As for the HOMO energy: -11.033 eV. For the relative energy (zero: lowest compared OMol25 entry of this formula, charge and spin), the calculation gives 0.000 eV.

These are the Löwdin partial charges, in e, on atoms 1 to 8: atom 1 (W): 1.692, atom 2 (C): -0.039, atom 3 (O): -0.057, atom 4 (C): -0.230, atom 5 (C): 0.018, atom 6 (C): -0.051, atom 7 (C): -0.019, atom 8 (C): -0.187